1.
{
  "formula": "C26H37BN9ORh",
  "method": "the ωB97M-V functional and the def2-TZVPD basis",
  "elements": ["Rh", "C", "C", "C", "C", "C", "C", "N", "N", "B", "N", "C", "C", "C", "N", "C", "C", "C", "N", "C", "C", "C", "N", "C", "C", "C", "H", "H", "H", "H", "H", "H", "H", "H", "H", "H", "H", "H", "H", "H", "H", "H", "H", "H", "H", "H", "H", "H", "H", "H", "H", "H", "H", "H", "N", "C", "C", "C", "N", "C", "N", "C", "C", "C", "C", "O", "H", "H", "H", "H", "H", "H", "H", "H", "H"],
  "xyz": [[-0.2296, -0.0507, -0.0808], [-2.1105, 0.4618, 4.8317], [-1.6884, 0.1407, 3.3994], [-2.8824, 0.3261, 2.4591], [-0.4997, 0.9859, 3.0134], [0.0653, 2.0504, 3.7226], [1.1866, 2.4185, 3.0053], [1.2809, 1.6283, 1.9352], [0.2608, 0.7493, 1.9311], [2.3754, 1.6248, 0.8633], [1.7908, 2.1547, -0.4584], [2.0077, 3.3141, -1.0865], [1.2228, 3.3507, -2.2258], [0.5181, 2.1430, -2.2258], [0.8927, 1.4405, -1.1528], [-0.5110, 1.6160, -3.1828], [0.1312, 1.3250, -4.5414], [-1.6625, 2.6130, -3.3384], [2.7665, 0.1583, 0.6082], [3.9685, -0.4266, 0.6944], [3.8497, -1.7392, 0.2774], [2.4996, -1.8951, -0.0602], [1.8788, -0.7384, 0.1508], [1.7701, -3.0841, -0.6073], [1.4487, -2.8530, -2.0901], [2.5771, -4.3655, -0.4207], [-2.9430, -0.1749, 5.1290], [-2.4339, 1.5014, 4.9033], [-1.2866, 0.3026, 5.5281], [-1.3685, -0.9050, 3.3397], [-3.1890, 1.3721, 2.4295], [-3.7259, -0.2729, 2.8060], [-2.6334, 0.0135, 1.4519], [-0.2857, 2.4850, 4.6407], [1.9158, 3.1842, 3.2009], [3.2991, 2.2884, 1.2107], [2.6996, 4.0385, -0.6914], [1.1643, 4.1425, -2.9516], [-0.8904, 0.6815, -2.7536], [0.5218, 2.2488, -4.9709], [-0.6030, 0.9094, -5.2322], [0.9540, 0.6161, -4.4414], [-1.2902, 3.5453, -3.7659], [-2.1217, 2.8385, -2.3798], [-2.4293, 2.2102, -4.0009], [4.8228, 0.1233, 1.0501], [4.6270, -2.4806, 0.2316], [0.8215, -3.1672, -0.0677], [2.3666, -2.7172, -2.6649], [0.8272, -1.9639, -2.2091], [0.9146, -3.7114, -2.5003], [3.5061, -4.3147, -0.9915], [2.0074, -5.2247, -0.7737], [2.8242, -4.5257, 0.6292], [-1.6086, 1.7209, -0.0760], [-1.5940, 2.8662, 0.1119], [-1.5918, 4.2434, 0.2186], [-0.4590, 4.9207, 0.7145], [0.4622, 5.5088, 1.0886], [-2.7058, 5.0152, -0.1818], [-3.6122, 5.6581, -0.4914], [-1.8843, -3.9230, -0.7938], [-2.3547, -2.4574, -0.8284], [-2.6913, -2.0648, -2.2715], [-3.6048, -2.3223, 0.0550], [-1.3333, -1.6508, -0.3401], [-2.6914, -4.5900, -1.0986], [-1.5738, -4.1785, 0.2200], [-1.0362, -4.0591, -1.4661], [-3.5015, -2.6919, -2.6418], [-1.8157, -2.1989, -2.9090], [-3.0026, -1.0193, -2.3113], [-4.3972, -2.9756, -0.3090], [-3.9627, -1.2923, 0.0459], [-3.3560, -2.6016, 1.0794]],
  "orbital_gap_ev": [5.63, 5.61],
  "largest_force_ha_per_bohr": 0.062,
  "homo_ev": [-7.879, -7.879]
}

2.
{
  "formula": "C26H37F5GaN4S",
  "method": "the ωB97M-V functional and the def2-TZVPD basis",
  "elements": ["C", "C", "C", "C", "C", "C", "Ga", "C", "C", "C", "C", "F", "F", "C", "F", "F", "F", "N", "C", "S", "C", "C", "H", "H", "H", "H", "H", "H", "H", "H", "H", "H", "H", "H", "H", "H", "H", "H", "C", "C", "C", "C", "N", "H", "H", "H", "H", "H", "H", "H", "C", "C", "C", "C", "N", "H", "H", "H", "H", "H", "H", "H", "C", "C", "C", "C", "N", "H", "H", "H", "H", "H", "H", "H"],
  "xyz": [[-4.9050, -4.0257, 2.7509], [-3.6561, -3.4762, 2.0856], [-2.7259, -4.3572, 1.5300], [-1.5723, -3.8561, 0.9590], [-1.2773, -2.4920, 0.8883], [0.0175, -2.0481, 0.2765], [-0.1930, -0.6256, -1.1750], [0.3113, 1.1783, -0.3728], [-0.1736, 2.4279, -1.1402], [-1.6589, 2.4105, -1.5774], [-1.8926, 2.9213, -2.9841], [-3.2425, 3.0777, -3.1572], [-1.3017, 4.1291, -3.1455], [-1.4481, 1.9702, -4.1229], [-1.3147, 2.7097, -5.2564], [-2.3504, 1.0338, -4.3718], [-0.2732, 1.3967, -3.8938], [1.2101, -1.0571, -2.5660], [0.8257, -1.8671, -3.3400], [0.2129, -2.8149, -4.5073], [-2.2279, -1.6284, 1.4232], [-3.3914, -2.1194, 2.0044], [-5.6083, -3.2119, 2.9345], [-4.6312, -4.4176, 3.7354], [-5.3358, -4.8193, 2.1430], [-2.8984, -5.4291, 1.5517], [-0.8432, -4.5522, 0.5558], [0.6764, -1.6484, 1.0563], [0.5203, -2.9254, -0.1390], [-1.6277, -0.6797, -1.8679], [1.4094, 1.2146, -0.3903], [-0.0093, 1.2457, 0.6659], [0.4711, 2.6542, -1.9918], [-0.0577, 3.2877, -0.4681], [-2.1912, 3.1215, -0.9379], [-2.1509, 1.4489, -1.4423], [-2.0557, -0.5565, 1.4022], [-4.1302, -1.4426, 2.4261], [3.2618, 2.4221, 4.3614], [3.4605, 1.9866, 2.9139], [2.8418, 2.9665, 1.9103], [1.3980, 3.0846, 2.1122], [0.2637, 3.1788, 2.2667], [2.2035, 2.4599, 4.6237], [3.7419, 1.7170, 5.0412], [3.6935, 3.4097, 4.5366], [3.0275, 0.9942, 2.7731], [4.5287, 1.9020, 2.7054], [3.0189, 2.6208, 0.8896], [3.2758, 3.9680, 2.0074], [1.9915, -7.7739, -2.4482], [0.7466, -8.3948, -1.8240], [-0.1434, -7.3625, -1.1236], [0.5821, -6.6993, -0.0361], [1.1633, -6.1877, 0.8111], [2.6317, -7.3195, -1.6911], [2.5807, -8.5350, -2.9614], [1.7246, -7.0052, -3.1753], [1.0462, -9.1642, -1.1089], [0.1619, -8.8903, -2.6016], [-1.0278, -7.8442, -0.7053], [-0.4758, -6.6021, -1.8329], [0.4304, 8.2242, 0.6219], [0.9936, 7.3531, -0.4953], [1.3989, 5.9560, -0.0131], [2.4411, 6.0356, 1.0154], [3.2488, 6.0791, 1.8311], [1.1728, 8.4035, 1.4012], [0.1255, 9.1956, 0.2312], [-0.4416, 7.7558, 1.0818], [1.8570, 7.8519, -0.9410], [0.2452, 7.2449, -1.2817], [1.7800, 5.3617, -0.8446], [0.5406, 5.4297, 0.4079]],
  "charge": -1,
  "orbital_gap_ev": 7.42,
  "largest_force_ha_per_bohr": 0.030,
  "homo_ev": -4.945
}

3.
{
  "formula": "C26H37N6O2RuS",
  "method": "the ωB97M-V functional and the def2-TZVPD basis",
  "elements": ["Ru", "C", "C", "N", "C", "C", "N", "C", "C", "C", "N", "C", "C", "N", "C", "H", "H", "H", "H", "H", "H", "H", "H", "H", "H", "H", "H", "H", "H", "H", "H", "H", "H", "H", "H", "H", "H", "H", "H", "C", "C", "C", "C", "C", "C", "C", "S", "O", "O", "N", "C", "C", "C", "C", "C", "C", "C", "C", "N", "C", "H", "H", "H", "H", "H", "H", "H", "H", "H", "H", "H", "H", "H"],
  "xyz": [[-0.3386, 0.1153, -0.0070], [2.7978, 0.5127, -2.0428], [2.8658, 0.5596, -0.5159], [2.0327, -0.4619, 0.1364], [2.3461, -0.6290, 1.5624], [1.8018, 0.5104, 2.3852], [0.3590, 0.5964, 2.1741], [-0.3187, 1.7136, 2.8456], [0.0540, 3.1301, 2.3753], [0.7192, 3.3272, 1.0134], [0.1528, 2.5271, -0.0704], [0.6266, 2.9470, -1.3891], [0.0151, 2.0698, -2.4637], [0.2377, 0.6415, -2.2053], [1.4938, 0.0613, -2.6994], [3.5537, -0.1838, -2.4111], [3.0914, 1.4936, -2.4183], [2.5473, 1.5286, -0.1388], [3.9171, 0.4295, -0.2349], [2.2289, -1.3486, -0.3186], [3.4260, -0.7081, 1.7209], [1.8857, -1.5606, 1.9000], [2.2593, 1.4552, 2.0997], [2.0388, 0.3323, 3.4381], [-0.0613, -0.2620, 2.5284], [-0.1257, 1.6586, 3.9216], [-1.3832, 1.5590, 2.6990], [0.7151, 3.5972, 3.1053], [-0.8757, 3.7006, 2.3803], [1.7936, 3.1335, 1.0669], [0.6174, 4.3925, 0.7769], [-0.8629, 2.6274, -0.0464], [1.7160, 2.9076, -1.4093], [0.3342, 3.9817, -1.5969], [0.4184, 2.3568, -3.4393], [-1.0624, 2.2393, -2.4643], [-0.5077, 0.1339, -2.6753], [1.5992, 0.2740, -3.7680], [1.3895, -1.0196, -2.5890], [-8.5813, 1.8642, -1.9645], [-7.2820, 1.4952, -1.3177], [-6.1939, 1.1030, -2.1031], [-4.9697, 0.8266, -1.5281], [-4.8458, 0.9302, -0.1474], [-5.9177, 1.2688, 0.6632], [-7.1366, 1.5427, 0.0698], [-3.2289, 0.8217, 0.5206], [-3.2231, 0.9738, 1.9504], [-2.4057, 1.7552, -0.2379], [-2.4368, -0.5754, 0.1460], [-2.8006, -1.8097, 0.5789], [-4.0403, -2.1557, 1.1087], [-4.3063, -3.4742, 1.4831], [-3.3767, -4.4639, 1.2880], [-2.1018, -4.1526, 0.7651], [-1.0916, -5.1144, 0.5638], [0.1294, -4.7100, 0.0916], [0.3450, -3.3508, -0.1597], [-0.5690, -2.4163, 0.0166], [-1.7954, -2.8086, 0.4484], [-8.4281, 2.1960, -2.9893], [-9.0926, 2.6441, -1.4036], [-9.2471, 0.9985, -1.9961], [-6.3121, 1.0360, -3.1766], [-4.1010, 0.5607, -2.1164], [-5.7751, 1.3387, 1.7340], [-7.9808, 1.8120, 0.6904], [-4.7912, -1.3873, 1.2209], [-5.2589, -3.7108, 1.9362], [-3.6057, -5.4893, 1.5454], [-1.2918, -6.1560, 0.7781], [0.9233, -5.4199, -0.0886], [1.3119, -3.0357, -0.5352]],
  "charge": 2,
  "spin_multiplicity": 2,
  "orbital_gap_ev": [6.66, 5.61],
  "largest_force_ha_per_bohr": 0.073,
  "homo_ev": [-13.347, -13.280]
}